P.
Density functional theory data (wB97M-V/def2-TZVPD) for a cluster of 10 separate species, C36H56Br4O24 in total.

Structure (XYZ):
```
120
C36H56Br4O24 (wB97M-V/def2-TZVPD)
Br 4.732 -3.326 5.544
Br -5.016 -1.301 -0.465
Br 7.485 -1.139 5.732
Br -3.409 0.558 1.989
O -8.436 8.689 0.556
O 6.507 1.568 -0.715
O 4.823 -6.295 -1.932
O 0.642 3.774 6.115
O -0.487 5.654 6.410
O 3.445 -4.575 -1.309
O 1.318 -8.835 -5.709
O 6.034 3.764 -0.673
O -0.615 9.329 -3.254
O -7.714 7.065 -0.781
O 4.402 2.097 -1.009
O -0.823 -2.022 -8.562
O -1.503 -4.894 8.052
O 1.251 -1.734 -9.136
O -3.312 -6.287 8.385
O -0.294 11.567 -2.830
O 0.293 -3.909 -9.095
O -2.664 -4.756 9.986
O -0.507 -9.916 -4.938
O 5.042 -4.283 -2.904
O -0.289 -7.742 -4.569
O -7.562 9.144 -1.514
O -1.122 10.060 -1.291
O 1.038 5.381 4.575
C 5.581 -5.114 -3.880
C -2.518 -5.233 8.897
C -8.118 6.431 0.409
C 4.359 -4.975 -1.995
C -1.670 -9.611 -4.345
C -0.711 4.911 7.631
C -10.073 7.651 1.950
C -2.449 -0.384 0.554
C 7.455 3.733 -0.613
C 7.723 2.289 -0.520
C 0.942 -0.628 -8.328
C 8.631 1.681 -1.550
C -1.680 -10.658 -3.115
C 5.604 -0.509 5.852
C 5.559 2.434 -0.896
C -3.143 -1.688 0.094
C -1.026 -0.598 -6.848
C 0.475 5.027 5.630
C -3.828 -6.513 6.019
C -1.526 -8.163 -4.002
C -2.753 -6.568 7.113
C -0.953 6.895 -2.995
C 4.608 -1.412 4.972
C -1.531 -5.688 6.899
C -0.514 -0.657 -8.257
C -7.835 8.340 -0.615
C -1.129 8.674 -1.138
C -8.554 7.505 1.406
C -0.589 10.413 -2.525
C 0.242 -2.710 -8.855
C -0.053 3.563 7.268
C 5.806 -6.291 -2.979
C -1.327 8.261 -2.625
C 6.846 -4.466 -4.348
C 0.258 -8.843 -5.128
C -2.244 5.036 7.732
H 8.906 0.740 -1.074
H 7.792 4.076 -1.592
H 5.441 0.514 5.512
H -2.366 8.337 -2.944
H -2.501 -9.737 -5.039
H 5.561 -7.211 -3.510
H -2.409 6.112 7.685
H -1.436 -7.830 -2.968
H -10.782 7.231 1.237
H -2.714 4.616 8.621
H -0.734 0.298 -6.300
H -1.701 6.151 -2.723
H 5.404 -0.591 6.920
H 0.468 3.149 8.132
H -3.150 -2.207 1.052
H 0.006 6.542 -2.614
H 1.132 0.325 -8.821
H -3.361 -6.840 5.089
H 9.517 2.309 -1.636
H -10.460 8.669 1.998
H 8.083 2.019 0.473
H -2.115 -0.566 -6.857
H 3.578 -1.063 4.897
H 8.078 1.313 -2.414
H -0.297 5.415 8.504
H 7.753 4.316 0.258
H -0.805 -1.486 -6.256
H -2.633 -10.515 -2.606
H -4.210 -5.493 6.055
H -0.983 -0.005 -8.993
H 1.479 -0.692 -7.382
H -2.271 0.286 -0.287
H 4.805 -5.300 -4.623
H -1.715 -11.665 -3.532
H -2.342 -7.565 7.277
H -0.916 6.807 -4.081
H -2.267 -7.669 -4.630
H -10.043 7.056 2.863
H 6.656 -3.504 -4.824
H -7.382 5.721 0.786
H -4.634 -7.199 6.279
H 7.557 -4.396 -3.524
H -1.739 -5.274 5.912
H -2.611 -2.248 -0.676
H -2.084 8.453 -0.661
H -7.964 7.543 2.322
H -0.591 -6.227 6.792
H 7.388 -5.032 -5.106
H -0.837 2.822 7.108
H -0.295 8.286 -0.551
H -1.511 -0.683 1.020
H 6.841 -6.317 -2.637
H -8.997 5.835 0.165
H 4.865 -1.437 3.913
H -0.851 -10.495 -2.427
H -2.727 4.537 6.891
```

Results
Molar mass   1192.436 g mol⁻¹
Structure (SMILES)   C[C@H]1COC(=O)O1.C[C@H]1COC(=O)O1.C[C@H]1COC(=O)O1.C[C@H]1COC(=O)O1.C[C@H]1COC(=O)O1.C[C@H]1COC(=O)O1.C[C@H]1COC(=O)O1.C[C@H]1COC(=O)O1.BrCCBr.BrCCBr

=====

Q.
Density functional theory data (wB97M-V/def2-TZVPD) for a cluster of 10 separate species, C36H56Br4O24 in total.

Structure (XYZ):
```
120
C36H56Br4O24 (wB97M-V/def2-TZVPD)
Br 27.236 -17.261 23.792
Br 24.884 -19.823 25.426
Br 26.473 -17.407 29.116
Br 29.493 -20.889 22.024
O 22.562 -21.993 15.009
O 31.950 -19.198 19.289
O 22.259 -15.311 16.982
O 25.614 -20.722 19.875
O 30.608 -20.567 18.124
O 29.932 -18.495 18.539
O 15.442 -20.864 23.844
O 21.850 -17.469 17.446
O 17.680 -18.826 27.518
O 24.925 -19.838 21.835
O 23.763 -16.887 16.483
O 20.346 -22.470 24.147
O 15.866 -19.119 25.175
O 23.191 -21.906 17.152
O 17.082 -19.451 23.312
O 23.495 -20.093 20.174
O 19.085 -16.428 20.058
O 19.454 -23.857 25.630
O 23.491 -23.768 16.033
O 18.235 -22.146 24.766
O 20.118 -17.208 21.905
O 19.618 -19.911 27.312
O 19.063 -18.590 20.501
O 19.178 -18.241 25.943
C 19.506 -17.380 20.898
C 27.778 -19.008 23.159
C 28.859 -19.065 17.838
C 23.826 -18.308 16.530
C 17.143 -20.453 22.337
C 22.695 -19.479 21.196
C 23.792 -22.781 18.103
C 25.163 -18.439 26.812
C 29.263 -19.154 22.896
C 19.234 -22.778 24.853
C 24.768 -20.270 20.577
C 20.346 -18.832 25.356
C 29.403 -20.437 17.386
C 25.122 -18.787 17.216
C 20.720 -19.882 26.415
C 22.699 -22.812 24.540
C 20.756 -24.384 25.387
C 18.596 -16.393 17.724
C 21.426 -17.777 25.132
C 22.569 -16.462 16.934
C 14.924 -21.739 21.659
C 21.565 -20.426 21.497
C 28.413 -21.563 17.638
C 22.552 -18.699 17.286
C 26.039 -18.918 27.952
C 16.024 -21.450 22.661
C 22.994 -22.528 15.987
C 30.958 -19.409 18.687
C 16.132 -19.763 24.223
C 23.970 -24.113 17.348
C 18.711 -19.001 26.955
C 21.347 -23.465 24.308
C 18.501 -18.510 19.197
C 25.392 -24.623 17.209
C 23.716 -19.227 22.305
C 18.231 -17.000 19.053
H 17.569 -19.067 19.141
H 23.888 -18.153 22.356
H 20.611 -25.366 24.935
H 25.648 -19.753 28.526
H 23.385 -23.635 24.772
H 16.468 -22.373 23.040
H 21.832 -17.492 26.101
H 25.704 -25.082 18.152
H 23.174 -22.797 18.998
H 23.362 -19.560 23.276
H 27.563 -21.405 16.970
H 17.197 -16.763 19.318
H 25.429 -25.462 16.513
H 22.332 -18.533 20.791
H 25.905 -18.811 16.457
H 21.889 -21.390 21.896
H 21.042 -20.871 26.098
H 18.104 -20.970 22.315
H 20.811 -19.991 22.155
H 18.057 -16.899 16.918
H 22.797 -22.179 25.424
H 29.535 -18.345 22.224
H 27.359 -19.761 23.820
H 21.026 -20.685 20.582
H 23.061 -22.270 23.670
H 26.128 -23.879 16.914
H 25.612 -17.585 26.309
H 24.226 -18.012 27.168
H 16.993 -20.134 21.300
H 22.600 -19.257 18.220
H 27.974 -19.215 18.463
H 19.213 -18.825 18.431
H 25.376 -18.115 18.033
H 20.026 -19.262 24.405
H 21.498 -24.054 23.398
H 14.272 -22.466 22.149
H 21.572 -19.526 27.007
H 19.665 -16.451 17.521
H 24.953 -19.811 17.543
H 21.371 -24.476 26.281
H 15.267 -22.174 20.723
H 18.328 -15.340 17.641
H 23.774 -18.756 15.537
H 29.785 -19.154 23.847
H 21.985 -19.359 16.619
H 28.103 -21.559 18.682
H 26.994 -19.268 27.563
H 23.288 -24.872 17.732
H 14.278 -20.869 21.533
H 22.179 -18.211 24.476
H 24.768 -22.404 18.414
H 27.252 -19.141 22.216
H 20.994 -16.927 24.608
H 28.820 -22.539 17.371
H 29.651 -20.381 16.323
H 28.629 -18.464 16.957
```

Results
Molar mass   1192.436 g mol⁻¹
Structure (SMILES)   C[C@H]1COC(=O)O1.C[C@H]1COC(=O)O1.C[C@H]1COC(=O)O1.C[C@H]1COC(=O)O1.C[C@H]1COC(=O)O1.C[C@H]1COC(=O)O1.C[C@H]1COC(=O)O1.C[C@H]1COC(=O)O1.BrCCBr.BrCCBr

=====

Energy relative to the most stable one, in kJ/mol: P 636.1; Q 0.0

=====

P.
Density functional theory data (wB97M-V/def2-TZVPD) for a cluster of 5 separate species, CH13NO4 in total.

Structure (XYZ):
```
19
CH13NO4 (wB97M-V/def2-TZVPD)
O 0.608 1.231 -1.104
O -1.976 1.385 1.588
O 0.830 2.905 1.335
O 0.684 -1.328 -2.639
N -0.709 -1.689 -0.283
C 0.363 -1.459 0.735
H 0.155 -1.786 1.716
H 1.087 2.736 0.420
H 1.489 2.341 1.819
H 0.034 -1.370 -3.302
H -1.034 -2.683 -0.213
H -1.520 -1.215 -0.100
H 0.069 -1.414 -1.900
H 0.953 0.342 -1.499
H 1.352 -1.927 0.483
H -1.097 0.948 1.710
H 0.730 -0.401 0.828
H -1.642 2.287 1.706
H -0.377 1.098 -1.301
```

Results
Molar mass   103.118 g mol⁻¹
Structure (SMILES)   CN.O.O.O.O

=====

Q.
Density functional theory data (wB97M-V/def2-TZVPD) for a cluster of 5 separate species, CH13NO4 in total.

Structure (XYZ):
```
19
CH13NO4 (wB97M-V/def2-TZVPD)
O 0.760 -0.192 -1.963
O 1.177 -2.686 -0.709
O 1.702 2.510 -2.308
O -4.681 1.373 2.175
N 0.194 -1.118 1.372
C 1.075 0.014 1.742
H 0.589 0.664 2.467
H 2.004 -0.319 2.190
H 0.995 -2.280 0.170
H -0.585 -0.699 0.877
H 1.363 0.601 0.880
H -5.197 1.599 2.953
H 1.763 -3.443 -0.564
H -0.230 -1.430 2.237
H -4.428 2.177 1.718
H 1.102 -0.960 -1.467
H 0.399 -0.533 -2.783
H 1.337 1.624 -2.153
H 1.731 2.603 -3.263
```

Results
Molar mass   103.118 g mol⁻¹
Structure (SMILES)   CN.O.O.O.O

=====

Energy relative to the most stable one, in kJ/mol: P 54.0; Q 0.0

=====

P.
Density functional theory data (wB97M-V/def2-TZVPD) for an isolated molecule of C3H4N2O3.

Structure (XYZ):
```
12
C3H4N2O3 (wB97M-V/def2-TZVPD)
O 0.006 -0.007 2.838
O 0.671 1.159 0.904
O 1.449 1.794 -0.992
N -0.625 -0.843 0.999
N -0.989 -0.760 -0.444
C 0.718 1.081 -0.476
C 0.117 -0.113 -1.316
C 0.036 0.131 1.650
H 1.115 -0.609 -1.716
H -1.812 -0.212 -0.308
H -0.380 -1.831 1.265
H -0.307 0.209 -2.403
```

Results
Molar mass   116.076 g mol⁻¹
Structure (SMILES)   O=C1CNNC(=O)O1

=====

Q.
Density functional theory data (wB97M-V/def2-TZVPD) for an isolated molecule of C3H4N2O3.

Structure (XYZ):
```
12
C3H4N2O3 (wB97M-V/def2-TZVPD)
O -2.215 0.156 1.096
O 2.298 -0.041 -0.448
O 0.079 -1.082 1.696
N -1.159 0.158 0.158
N -1.254 0.834 -1.013
C 0.853 -0.081 -0.480
C 0.070 0.674 -1.413
C 0.091 -0.268 0.624
H 1.020 -1.514 1.731
H 0.458 0.997 -2.378
H -2.716 -0.772 0.969
H 2.476 0.938 -0.540
```

Results
Molar mass   116.076 g mol⁻¹
Structure (SMILES)   Oc1cnn(O)c1O

=====

Energy relative to the most stable one, in kJ/mol: P 0.0; Q 165.3